[1]
This record from the Open Molecules 2025 dataset describes 12 unconnected molecules or ions with the total composition H24O12. The level of theory is ωB97M-V with the def2-TZVPD basis set.

Geometry as ORCA input:
```
! wB97M-V def2-TZVPD RIJCOSX def2/J DEFGRID3
* xyz 0 1
O 3.1688 -4.3363 12.9209
H 3.2180 -5.2305 13.3222
H 3.4106 -3.6948 13.6210
O 1.1104 -1.4441 14.1459
H 0.9231 -2.1792 13.5115
H 2.1083 -1.5004 14.1621
O -0.3881 -0.0085 12.2159
H -0.1471 -0.2081 11.2809
H 0.4540 0.1241 12.6686
O 2.5897 1.0178 12.7974
H 3.1664 1.7590 12.7580
H 2.6910 0.6441 11.9084
O 2.1147 -0.1761 10.4059
H 2.0554 0.1774 9.5175
H 2.4452 -1.0667 10.1636
O -0.1173 -3.3449 15.7568
H -0.9977 -2.9054 15.7782
H 0.4310 -2.6645 15.2263
O -0.9037 -5.6798 14.0161
H -0.7279 -4.9409 14.6993
H -1.3493 -6.3999 14.5047
O 2.7102 -2.8185 9.9774
H 3.3371 -3.4922 10.2107
H 1.9230 -2.8780 10.5776
O 0.9119 -3.1561 11.8520
H 1.2481 -4.0225 11.9415
H -0.0609 -3.2944 11.7898
O -1.6752 -3.7823 11.9968
H -2.3972 -3.1906 12.2510
H -1.6865 -4.5194 12.6788
O 4.1597 -1.5077 13.9273
H 4.5510 -1.0974 14.7115
H 3.8971 -0.7307 13.4091
O -2.1630 -1.6238 13.7645
H -1.6788 -1.1953 13.0369
H -2.9929 -1.1508 13.7955
*
```

Calculated values
LUMO energy   0.3569 eV
SMILES   O.O.O.O.O.O.O.O.O.O.O.O
Largest force on an atom   1.952 eV/A
Energy above the lowest of the compared OMol25 structures with the same formula, charge and spin   4.4 kcal/mol
Calculated total energy   -24961.5056 eV



[2]
This record from the Open Molecules 2025 dataset describes C5H9FO2 in the gas phase. The level of theory is ωB97M-V with the def2-TZVPD basis set.

Geometry as ORCA input:
```
! wB97M-V def2-TZVPD RIJCOSX def2/J DEFGRID3
* xyz 0 1
C 2.1904 -0.0517 0.0819
C 0.7147 -0.0657 -0.1051
F 0.3363 0.1684 -1.4478
C -0.1518 -1.2729 0.3373
O -1.4349 -1.3423 -0.5018
C -0.5187 -0.2168 1.5323
C -0.1182 0.9991 0.5399
O -1.0556 1.7573 -0.2116
H 2.6190 0.7473 -0.4751
H 2.6169 -1.0265 -0.2532
H 2.1013 -0.0622 1.1529
H 0.4681 -2.2363 0.5583
H -1.2503 -1.1716 -1.4074
H -1.5526 -0.0660 1.9564
H 0.3506 -0.1516 2.3156
H 0.5006 1.7389 1.0695
H -1.6546 1.0395 -0.4972
*
```

Calculated values
LUMO energy   0.8182 eV
SMILES   C[C@@]1(F)[C@H](O)C[C@@H]1O
Largest force on an atom   4.954 eV/A
Energy above the lowest of the compared OMol25 structures with the same formula, charge and spin   67.0 kcal/mol
Calculated total energy   -12140.5191 eV



[3]
This record from the Open Molecules 2025 dataset describes C5H7N3 in the gas phase. The level of theory is ωB97M-V with the def2-TZVPD basis set.

Geometry as ORCA input:
```
! wB97M-V def2-TZVPD RIJCOSX def2/J DEFGRID3
* xyz 0 1
H 2.4903 1.4978 0.0082
N 1.4191 1.6488 -0.0460
C 0.4844 0.7504 -0.0679
C -0.7376 1.3450 0.0188
C -1.8624 0.6474 0.0705
C -1.7745 -0.8679 -0.0032
C -0.5363 -1.3769 -0.0539
N 0.5425 -0.5834 -0.1119
N 1.7511 -1.3449 0.1391
H -0.6744 2.4237 0.1631
H -2.8991 0.9540 0.0250
H -2.6639 -1.5645 0.0093
H -0.3085 -2.3503 0.0698
H 2.2609 -1.3762 -0.7784
H 2.3641 -0.6158 0.8484
*
```

Calculated values
LUMO energy   0.8246 eV
SMILES   [H]/N=c1/ccccn1N
Largest force on an atom   4.498 eV/A
Energy above the lowest of the compared OMol25 structures with the same formula, charge and spin   83.4 kcal/mol
Calculated total energy   -9765.7694 eV



[4]
This record from the Open Molecules 2025 dataset describes C3H4O3 in the gas phase. The level of theory is ωB97M-V with the def2-TZVPD basis set.

Geometry as ORCA input:
```
! wB97M-V def2-TZVPD RIJCOSX def2/J DEFGRID3
* xyz 0 1
O 1.8868 0.7309 -0.2459
C 1.3637 -0.3336 0.5028
C -0.1147 -0.5332 0.5850
O -0.6697 0.3190 -0.2721
C -2.0656 0.1819 -0.3848
O -2.5681 -0.6515 -1.0590
H 1.2878 0.8888 -0.9875
H 1.7199 -1.3216 0.1465
H 1.7362 -0.2501 1.5314
H -2.5762 0.9693 0.1836
*
```

Calculated values
LUMO energy   0.4681 eV
Largest force on an atom   0.740 eV/A
Energy above the lowest of the compared OMol25 structures with the same formula, charge and spin   87.8 kcal/mol
Calculated total energy   -9314.8922 eV



[5]
This record from the Open Molecules 2025 dataset describes 2 unconnected molecules or ions with the total composition C9H10N2O2. The level of theory is ωB97M-V with the def2-TZVPD basis set.

Geometry as ORCA input:
```
! wB97M-V def2-TZVPD RIJCOSX def2/J DEFGRID3
* xyz 0 3
C 1.1398 -1.5475 -2.8305
C -2.6215 0.0153 1.9224
C 1.5579 -1.6357 -1.4704
C -1.8361 -0.3751 0.8507
C 0.1013 -0.5904 -2.8760
C -1.8601 0.3365 2.9699
C 0.8521 -0.6904 -0.7679
C -0.5340 -0.2720 1.3050
C 0.7581 -0.5066 0.6610
N 0.0506 0.0307 -1.5982
N -0.5524 0.1182 2.6308
O 1.7347 1.8841 0.5532
O 1.7744 -0.6752 1.3582
H 1.2427 -2.2344 -3.5764
H -3.7249 -0.1704 1.8266
H 2.3446 -2.3112 -1.1101
H -2.1376 -0.7143 -0.1802
H -0.5600 -0.3668 -3.6933
H -2.1352 0.9242 3.8565
H -0.4811 0.8327 -1.3360
H 0.1529 0.2709 3.2776
H 1.3332 2.4438 -0.1633
H 2.4818 1.3920 0.3087
*
```

Calculated values
LUMO energy (alpha / beta)   0.6009 / -2.5144 eV
Largest force on an atom   6.078 eV/A
Energy above the lowest of the compared OMol25 structures with the same formula, charge and spin   0.0 kcal/mol
Calculated total energy   -16565.7268 eV



[6]
This record from the Open Molecules 2025 dataset describes a molecular structure, C3H2Cl2N2S. The level of theory is ωB97M-V with the def2-TZVPD basis set.

Geometry as ORCA input:
```
! wB97M-V def2-TZVPD RIJCOSX def2/J DEFGRID3
* xyz 0 1
C -1.3195 -0.1598 -1.0144
C 0.2548 0.1888 0.4356
C 1.4735 0.6636 0.9037
N -0.1989 0.4157 -0.8387
N -0.5450 -0.5392 1.2274
S -1.8531 -1.0034 0.4370
Cl 2.4956 1.5650 -0.0411
Cl 2.6189 -2.3380 -0.1267
H -1.8813 -0.1409 -1.9248
H 1.7944 0.4018 1.9015
*
```

Calculated values
LUMO energy (alpha / beta)   -1.8856 / -3.5803 eV
Largest force on an atom   1.660 eV/A
Energy above the lowest of the compared OMol25 structures with the same formula, charge and spin   26.1 kcal/mol
Calculated total energy   -42000.7947 eV